ORCA calculation (ωB97M-V/def2-TZVPD) on an isolated molecule of C4H6N2S at a distorted geometry.

The value obtained for the electronic energy is -663.60072 Eh. Its spin multiplicity is 1. Its SMILES is C=CN(C=S)N=C. The HOMO energy comes out at -8.48 eV. The HOMO-LUMO gap comes out at 0.3135 Eh. The calculation puts the energy above the lowest of the compared OMol25 structures with the same formula, charge and spin at 80.2 kcal/mol.

The geometry in XYZ format:
```
13
Properties=species:S:1:pos:R:3:forces:R:3
H -2.1104 1.6447 0.3871 -0.6 0.4 0.1
H 1.0063 0.1082 2.8279 -0.5 -0.7 -0.3
C -1.7663 1.0194 -0.4151 0.5 -0.5 -0.9
C 0.0648 -0.5213 -0.8636 0.3 1.1 0.5
H -0.5814 -1.0517 -1.5659 0.2 0.1 0.5
H 2.1950 0.0531 -0.4325 -1.6 -0.5 -0.2
C 1.3917 -0.5381 -0.9606 1.8 -0.8 -1.2
N -0.6582 0.3834 0.0221 0.0 -0.2 0.3
H 1.8784 -1.2273 -1.7332 -1.0 0.9 1.1
S -2.4069 0.8918 -1.9396 0.2 0.2 1.0
H 0.7301 -1.2797 1.3975 -0.5 2.5 1.2
N -0.2520 0.7492 1.3695 2.7 -4.6 -0.3
C 0.5088 -0.2318 1.9065 -1.5 2.0 -1.8
```
Forces are in eV/Å.



ORCA calculation (ωB97M-V/def2-TZVPD) on a structure of composition C3H2O2Tl at a distorted geometry.

The value obtained for the electronic energy is -437.89111 Eh. Its spin multiplicity is 1. As for the total charge: +1. The HOMO energy (alpha / beta) comes out at -14.62 / -14.49 eV. The HOMO-LUMO gap (alpha / beta) comes out at 0.2802 / 0.2472 Eh. The calculation puts the energy above the lowest of the compared OMol25 structures with the same formula, charge and spin at 176.7 kcal/mol.

The geometry in XYZ format:
```
8
Properties=species:S:1:pos:R:3:forces:R:3
O 1.1635 -0.7701 0.6886 -0.3 -0.3 4.8
C 0.2128 -0.3289 1.4424 0.8 -1.5 0.2
C -0.7570 0.5625 0.9777 -1.3 -0.3 -0.7
C -1.4218 0.2399 -0.8650 0.8 1.9 3.4
O -0.3793 1.0860 -0.2738 -4.6 4.5 0.7
Tl 0.6398 -0.3839 -1.1886 4.1 -4.4 -7.8
H 0.1258 -0.7279 2.4645 0.3 0.4 -0.2
H -1.4091 1.1585 1.6186 0.1 -0.2 -0.4
```
Forces are in eV/Å.



ORCA calculation (ωB97M-V/def2-TZVPD) on a structure of composition C21H36F5ILaN6O3Si2Te at a distorted geometry.

The value obtained for the electronic energy is -3051.72063 Eh. Its spin multiplicity is 1. As for the total charge: +1. The HOMO energy comes out at -11.12 eV. The HOMO-LUMO gap comes out at 0.3141 Eh. The calculation puts the energy above the lowest of the compared OMol25 structures with the same formula, charge and spin at 0.0 kcal/mol.

The geometry in XYZ format:
```
76
Properties=species:S:1:pos:R:3:forces:R:3
H 2.1067 5.3604 -1.2165 0.3 0.1 -0.1
F -2.4066 -1.5784 -2.1249 0.0 -0.1 0.6
H 0.3653 -5.6165 -2.6449 0.1 -0.1 -0.1
H -5.0680 -3.3188 -1.4697 0.2 -0.1 0.1
H 5.0211 -0.2714 -0.9452 0.0 0.0 -0.1
N 1.7206 3.2919 -0.9490 0.2 0.3 0.1
O 0.1418 -2.3554 1.2174 -0.1 0.0 0.4
H 2.5347 -4.3563 1.5986 0.0 0.0 0.1
H -6.1245 -2.7130 -0.2060 0.0 0.0 0.2
H 1.4623 -5.7397 1.8957 -0.1 -0.1 0.0
F 2.1481 1.4726 -2.7548 -0.9 0.2 0.4
C -3.0700 -1.6523 -3.3605 -0.2 0.1 -0.4
C 3.6763 0.4913 2.0499 -0.2 0.0 -0.1
H -5.5359 -1.6219 -1.4390 0.0 0.1 0.0
C 0.7934 -5.2759 -0.5918 -0.1 0.1 -0.6
C -2.9572 1.9314 2.8869 0.0 -0.7 -0.3
La -0.6946 -0.2869 -0.2595 0.7 -2.2 4.8
F -1.6949 1.3922 -1.0570 -1.0 1.8 -0.9
C 0.2299 4.7017 -0.2165 -0.2 0.6 0.2
H -3.0316 2.2046 3.9337 0.0 0.0 0.3
C -2.1984 -1.0578 3.7564 -0.3 0.5 -0.4
H 0.9654 -0.4542 3.0900 0.0 0.1 0.1
H 3.9222 0.7814 3.0586 0.0 0.1 0.1
Si -3.7638 -2.0572 0.3176 -0.1 0.4 0.3
H 5.7109 0.3943 1.3680 0.1 0.0 0.0
H 0.0937 -3.4779 -4.0652 0.0 0.0 0.1
C 2.9362 -0.2539 -0.4545 0.2 0.0 -0.2
H -3.4914 -2.6539 -3.4390 0.0 0.1 0.0
C 0.0387 -3.5380 -2.0292 0.1 -0.2 0.4
C 1.4942 -4.6770 1.6755 0.2 0.0 0.5
N 0.8102 -4.3952 0.4346 -0.2 0.3 -0.1
C 4.2883 -0.1013 -0.1717 0.0 0.0 0.1
H 1.5368 1.1893 3.4814 -0.1 -0.1 -0.1
H 2.4579 2.8380 -1.4788 -0.1 -0.2 -0.1
N -0.1372 -2.7597 -0.9576 0.0 -0.1 -0.4
H -1.7289 -0.4946 4.5550 0.1 0.2 0.2
C 1.4561 4.5980 -0.8442 -0.3 0.0 0.2
H -0.1245 -1.9493 -3.2249 0.0 -0.3 -0.1
H -3.7801 -4.1855 1.6460 -0.2 0.0 0.1
C 4.6692 0.2752 1.1075 -0.2 -0.1 -0.2
N 0.7327 2.5404 -0.4612 -0.2 -0.4 0.4
C -3.1049 -0.4439 0.8095 -1.7 -1.7 0.3
H -2.8802 -4.4197 0.1579 -0.1 0.0 -0.2
H 0.2413 1.9163 1.7734 -0.1 -0.1 -0.1
I -0.7925 6.4559 0.2545 0.2 -0.4 -0.1
Te 0.0421 1.3755 -2.7804 0.6 0.6 -6.1
H -3.8344 -0.8799 -3.3560 0.0 -0.1 -0.1
C 0.3830 -4.9134 -1.8319 0.0 0.0 0.0
H -3.5888 0.3426 0.2133 0.0 -0.2 -0.1
O 0.2659 -0.3059 -2.1797 1.0 -0.7 -1.5
Si -3.2839 0.0655 2.6552 -0.3 -0.3 -0.1
H -1.9795 2.2394 2.5390 0.2 0.0 0.0
H -2.1477 -3.5634 1.5126 0.1 0.1 0.1
C -0.1829 3.3872 0.0038 0.2 0.6 0.0
N 1.9788 -0.0400 0.4468 0.2 -0.2 0.1
F 0.5606 0.8208 -4.6033 -0.2 0.6 1.3
N -0.1129 -2.9751 -3.2183 0.0 0.3 0.0
H -1.1111 3.0474 0.4278 -0.1 0.0 0.0
F -1.7036 0.7715 -3.6509 0.8 0.5 0.9
H -5.7759 0.3395 2.4563 -0.1 0.1 -0.2
O 0.0513 1.0007 2.0345 -0.1 0.3 -0.1
H 2.5967 -0.5377 -1.4442 0.1 0.1 0.0
H -5.3259 0.1425 4.1319 0.0 0.1 0.3
H 1.1484 -6.2713 -0.3665 0.0 0.0 0.0
H -3.6995 2.5169 2.3552 -0.2 0.1 -0.2
H -2.3432 -1.4540 -4.1431 -0.1 0.0 0.1
C 1.2273 0.5209 2.6687 0.3 -0.4 0.2
H 1.0128 -4.1112 2.4700 0.0 -0.1 0.0
H -5.3988 -1.2541 3.0788 0.0 -0.3 0.0
C -5.2556 -2.4679 -0.8155 0.8 0.6 0.2
H -1.4156 -1.5481 3.1864 0.2 -0.1 -0.1
H -2.8068 -1.8265 4.2217 -0.1 -0.2 0.1
C 2.3495 0.3253 1.6777 0.1 0.1 0.1
C -3.0735 -3.7168 0.9668 0.0 1.0 -0.1
C -5.1191 -0.2059 3.1262 0.8 0.2 -0.1
C 0.2570 -3.1366 0.2611 0.2 -0.4 0.2
```
Forces are in eV/Å.